{"formula": "C30H50N5O4", "method": "ωB97M-V/def2-TZVPD", "elements": ["C", "C", "C", "O", "O", "C", "C", "C", "C", "C", "C", "C", "O", "O", "H", "H", "H", "H", "H", "H", "H", "H", "H", "H", "H", "H", "H", "H", "H", "C", "C", "C", "C", "N", "H", "H", "H", "H", "H", "H", "H", "C", "C", "C", "C", "N", "H", "H", "H", "H", "H", "H", "H", "C", "C", "C", "C", "N", "H", "H", "H", "H", "H", "H", "H", "C", "C", "C", "C", "N", "H", "H", "H", "H", "H", "H", "H", "C", "C", "C", "C", "N", "H", "H", "H", "H", "H", "H", "H"], "coordinates": [[-1.621072, 3.244743, 4.018472], [-1.947485, 4.156910, 3.099705], [-3.254877, 4.311613, 2.430213], [-3.441842, 5.243505, 1.670386], [-4.283085, 3.433077, 2.660562], [-3.987446, 2.062824, 2.392746], [-4.018822, 1.705604, 0.913992], [-3.870457, 0.181648, 0.800196], [-3.163472, -0.276203, -0.458448], [-1.693665, 0.179661, -0.474458], [-1.431080, 1.404248, -1.379859], [-0.184696, 2.172217, -0.909862], [-0.055392, 2.608391, 0.259249], [0.707669, 2.386564, -1.787173], [-2.289664, 2.864384, 4.777925], [-0.614301, 2.847382, 4.003009], [-1.189395, 4.849790, 2.777679], [-4.726763, 1.449216, 2.904031], [-3.018994, 1.748217, 2.774674], [-3.240807, 2.248429, 0.384487], [-4.978426, 2.041682, 0.524902], [-4.866761, -0.259320, 0.872989], [-3.330411, -0.153692, 1.686664], [-3.149088, -1.370369, -0.435193], [-3.691202, -0.023448, -1.375923], [-1.371007, 0.327539, 0.551305], [-1.125680, -0.639899, -0.901505], [-2.307299, 2.031533, -1.406619], [-1.203970, 1.025347, -2.367488], [1.320790, -0.117204, 0.862619], [2.529605, -0.683140, 1.594327], [2.165604, -1.306766, 2.947287], [1.563461, -0.322544, 3.854646], [1.096813, 0.441579, 4.575729], [0.847260, 0.696374, 1.411359], [1.614757, 0.285372, -0.107189], [0.577553, -0.896989, 0.695896], [3.266736, 0.110245, 1.740252], [3.004117, -1.450069, 0.976017], [3.055043, -1.713878, 3.431504], [1.454045, -2.121875, 2.805700], [-0.082533, 4.961056, -4.483605], [-0.335777, 3.958363, -5.602865], [-1.826388, 3.665782, -5.819085], [-2.413348, 3.108383, -4.600218], [-2.859813, 2.649149, -3.647203], [-0.430390, 4.580532, -3.522334], [0.984171, 5.158313, -4.384099], [-0.587101, 5.910103, -4.685968], [0.188532, 3.029940, -5.370246], [0.083635, 4.340717, -6.537574], [-1.959894, 2.950100, -6.631196], [-2.365429, 4.577671, -6.081259], [2.446003, -3.531925, -3.406340], [1.095393, -3.069637, -3.942079], [0.402736, -2.065703, -3.014725], [0.152015, -2.662842, -1.700598], [-0.033656, -3.137566, -0.670130], [2.337739, -4.057172, -2.455032], [2.919207, -4.220944, -4.109970], [3.121817, -2.687672, -3.254680], [0.455792, -3.941274, -4.089820], [1.237570, -2.605440, -4.920401], [-0.551393, -1.749322, -3.436312], [1.017363, -1.173518, -2.875732], [3.022803, -7.598146, -5.489404], [2.698337, -7.803072, -4.014027], [1.206237, -8.042966, -3.758905], [0.412740, -6.894772, -4.204649], [-0.210564, -5.993651, -4.549836], [2.525733, -6.712444, -5.887507], [4.095216, -7.460615, -5.628095], [2.713060, -8.460347, -6.083582], [3.028189, -6.929662, -3.448582], [3.260025, -8.659707, -3.636848], [1.023087, -8.196255, -2.695436], [0.863154, -8.930978, -4.291638], [2.852237, 2.744947, 7.276974], [2.601487, 2.585540, 8.772060], [1.120626, 2.380484, 9.110290], [0.319062, 3.533561, 8.687736], [-0.310701, 4.438812, 8.365160], [2.352656, 3.627958, 6.877403], [3.918922, 2.856459, 7.079649], [2.493547, 1.873693, 6.726380], [2.976560, 3.465038, 9.300273], [3.166897, 1.726501, 9.139601], [0.991443, 2.251767, 10.185426], [0.736703, 1.488063, 8.614226]], "atomic_forces_ev_per_a": [[0.2025, 0.1218, -0.0609], [-0.2353, -0.4294, 0.4607], [-0.6401, 1.9298, -0.3168], [0.0015, -0.7661, 0.6581], [0.7527, -0.0838, 0.1270], [0.0607, -0.7824, -0.3789], [-0.3211, 0.1799, 0.4510], [-0.5572, 0.6872, -0.2193], [0.5788, -0.8436, 0.4472], [-0.6809, 0.1599, -0.9424], [0.7277, -0.8042, 1.3759], [1.5758, 1.5373, -0.4146], [-1.2453, -0.6728, 0.3383], [-0.4851, -0.6500, -0.4986], [-0.4736, -0.7190, -0.6134], [0.4033, 0.6429, 0.7985], [0.2753, -0.4667, -1.0498], [-0.2683, 0.2137, 0.2208], [0.1042, 0.2704, 0.1792], [0.1873, -0.0312, 0.0317], [-0.0702, 0.0037, -0.2795], [-0.0968, -0.1164, 0.0070], [0.2623, -0.2717, -0.0653], [-0.1410, -0.1275, -0.0111], [-0.1003, 0.3736, -0.0442], [0.1686, 0.2401, 0.0745], [0.3019, -0.1158, 0.2396], [-0.0375, 0.3173, -0.0919], [-0.2267, 0.2027, -0.3519], [0.1218, -0.1994, 0.1067], [-0.0940, 0.1653, -0.2428], [0.1059, 0.1733, -0.1179], [-0.0528, -0.0535, 0.1075], [0.0973, -0.0868, -0.0192], [0.0476, 0.0741, -0.0656], [-0.0621, 0.1018, 0.0187], [0.0349, -0.0508, 0.0144], [0.0370, -0.0492, 0.0904], [0.0301, -0.0728, 0.1250], [-0.0453, -0.0292, 0.0896], [-0.0404, 0.0074, 0.0063], [-0.0775, 0.0135, 0.0254], [0.2035, 0.1790, 0.0406], [0.3425, -0.0128, 0.1640], [-0.2179, -0.1390, -0.0214], [-0.2656, 0.1918, -0.3830], [0.0586, -0.0587, -0.0034], [-0.0030, -0.0130, 0.0258], [-0.0033, 0.0025, -0.0160], [-0.0682, -0.0406, 0.0055], [-0.0741, -0.0528, -0.0563], [-0.0819, -0.0166, 0.0121], [-0.0146, 0.0161, 0.0134], [0.0044, -0.0327, -0.0612], [0.1373, -0.1506, -0.0028], [0.0913, -0.1260, -0.0410], [-0.0633, 0.0284, 0.1658], [0.0916, -0.1069, -0.1754], [-0.0236, 0.0546, 0.0306], [0.0141, 0.0238, -0.0105], [0.0157, -0.0174, 0.0258], [0.0089, 0.2507, -0.0006], [-0.0739, 0.0779, 0.0333], [-0.0268, 0.0647, 0.0612], [-0.0724, 0.0712, 0.0702], [0.0291, 0.0154, 0.0275], [0.1729, 0.0073, -0.1663], [0.2105, 0.1870, 0.0017], [-0.2489, -0.0361, 0.0562], [0.0515, -0.2949, -0.0577], [-0.0500, -0.0215, 0.0081], [0.0006, -0.0226, -0.0103], [-0.0048, 0.0113, -0.0162], [-0.0564, -0.0210, 0.0668], [-0.0686, -0.0129, 0.0698], [-0.0752, 0.0018, 0.0030], [-0.0343, 0.0020, -0.0158], [0.0178, -0.0467, 0.0087], [0.1783, 0.0376, -0.1879], [0.1797, 0.1525, -0.0400], [-0.2118, -0.0286, 0.0224], [0.1252, -0.0764, 0.0722], [-0.0615, -0.0253, 0.0086], [0.0002, -0.0214, -0.0022], [-0.0199, 0.0430, -0.0596], [-0.0509, -0.0222, 0.0729], [-0.0819, -0.0161, 0.0852], [-0.0709, -0.0159, 0.0056], [-0.0356, 0.0169, -0.0387]], "lowdin_charge": [0.045, -0.065, -0.471, 0.101, -0.009, -0.212, -0.155, -0.214, -0.206, -0.198, -0.150, -0.736, -0.082, -0.120, 0.074, 0.057, 0.113, 0.126, 0.100, 0.106, 0.121, 0.105, 0.107, 0.096, 0.110, 0.096, 0.058, 0.060, 0.077, -0.110, -0.253, -0.192, -0.224, 0.145, 0.064, 0.080, 0.046, 0.110, 0.101, 0.109, 0.118, -0.105, -0.264, -0.194, -0.207, 0.187, 0.071, 0.073, 0.071, 0.112, 0.099, 0.110, 0.114, -0.112, -0.264, -0.171, -0.248, 0.157, 0.066, 0.057, 0.076, 0.050, 0.109, 0.122, 0.127, -0.112, -0.261, -0.183, -0.210, 0.168, 0.069, 0.072, 0.075, 0.103, 0.106, 0.119, 0.118, -0.108, -0.269, -0.194, -0.242, 0.144, 0.074, 0.070, 0.057, 0.107, 0.103, 0.111, 0.120], "orbital_gap_ev": 5.9, "spin_multiplicity": 1, "energy_ha": -1747.82979, "lumo_ha": 0.0713, "total_charge": -1}